Record 1
The following is a quantum chemistry calculation of a molecular structure, C24H31N4O5OsPS3 in a non-equilibrium geometry, from the OMol25 dataset.

```
69
Properties=species:S:1:pos:R:3:forces:R:3
H -2.3605 -4.4183 1.9443 -0.014 -0.003 -0.008
H 1.4536 -0.1427 2.4713 -0.019 0.040 0.005
H -1.0663 -7.7402 0.5820 0.008 -0.008 0.003
C 3.9351 1.8979 1.4270 0.000 0.003 -0.007
C -2.3942 -1.6834 -6.3191 -0.005 -0.001 -0.007
C 2.7444 -4.1886 1.6946 -0.022 0.003 0.053
H 2.2572 1.1064 -1.3893 -0.026 0.035 0.002
C -2.6051 0.1512 -4.7570 0.045 -0.021 -0.020
H 1.7831 -4.7649 3.5368 0.016 -0.014 -0.001
C -3.6329 1.7665 1.5462 -0.050 -0.048 -0.013
H -2.2560 -5.7507 -0.1491 -0.014 0.019 0.018
C 2.4257 -3.9732 3.1540 -0.005 0.020 0.013
N -1.7438 0.5619 0.7677 0.455 0.741 -0.425
N -1.5313 -0.3874 -1.2295 -0.238 0.329 -0.080
C 2.5299 1.1600 -0.3456 0.078 -0.112 0.003
C 3.5347 -3.0744 1.0551 0.021 0.021 -0.011
H -4.0901 2.3608 2.3237 0.004 0.011 -0.006
H -0.0106 -1.9023 -3.9067 -0.013 0.004 0.011
H 3.2564 -5.1386 1.5574 -0.019 -0.004 -0.027
H -2.6051 -1.7729 -8.4405 0.000 0.000 0.000
S 0.9795 -2.3762 -1.2761 0.763 -0.527 -0.632
H -2.2889 -6.1414 2.3213 -0.003 0.007 0.005
H -4.1959 0.4734 -1.5448 0.008 -0.019 -0.003
N 1.7753 0.4365 0.5092 -0.409 0.515 -0.215
Os 0.1533 -0.5894 -0.2924 -0.591 -0.505 0.436
H 3.0429 -2.1081 1.1917 -0.010 -0.008 0.015
O -0.7212 -4.4539 -0.1766 0.071 -0.005 -0.178
C -1.3106 -2.1739 -5.5869 -0.001 -0.005 -0.010
H -5.3295 1.8260 0.2303 -0.003 -0.003 0.007
C 3.6063 1.9071 0.0827 0.004 -0.032 0.025
C -1.3669 -5.6479 0.4686 -0.034 0.029 0.059
C -1.7336 -5.3076 1.8918 0.008 -0.019 0.026
C -3.7037 0.7142 -0.6137 -0.047 -0.046 0.083
C -4.3203 1.4656 0.3763 0.027 0.011 0.024
C -3.0290 -0.5155 -5.8872 -0.001 0.008 0.002
O 0.4054 0.2876 -2.3494 -0.078 0.086 -0.023
C 3.1444 1.1748 2.3161 0.031 0.015 0.014
C -2.4167 0.3020 -0.3539 0.179 -0.062 -0.045
H -1.7727 1.5056 2.6038 0.017 0.050 -0.023
O -1.5849 1.7785 -2.5920 -0.056 -0.045 -0.032
C -1.5220 -0.3684 -4.0435 -0.081 -0.101 -0.035
H 3.3562 -3.9920 3.7218 -0.001 0.004 0.001
H 4.7999 2.4266 1.8075 0.005 -0.005 -0.003
H -0.8030 -3.0679 -5.9243 0.000 -0.002 0.003
H 4.1858 2.4647 -0.6385 0.000 0.004 0.000
H -3.9419 -2.4948 -7.5592 -0.001 -0.002 -0.003
H -2.3969 -3.3513 -7.6800 -0.002 -0.001 0.002
N 2.6085 0.9391 4.6888 -0.019 -0.054 -0.014
H 3.6975 -3.2496 -0.0075 0.012 -0.024 0.003
C -0.8668 -1.5286 -4.4505 0.040 0.024 0.012
H 1.6576 1.2005 4.4971 0.003 0.037 0.009
S -0.2142 -1.9837 1.5202 -0.096 -0.111 0.319
C -0.4816 -6.8591 0.3164 0.027 0.026 -0.023
O 1.4708 -4.4376 0.9564 0.055 -0.024 -0.097
H 1.9441 -3.0088 3.3214 -0.001 -0.002 -0.010
H -0.8403 -5.1598 2.5046 -0.005 -0.016 -0.003
H -0.1470 -6.9759 -0.7133 -0.019 0.000 -0.004
S -1.0489 0.4612 -2.6173 0.148 0.314 0.262
C -2.8589 -2.3735 -7.5649 0.008 0.005 0.005
O 4.7659 1.1355 4.0093 0.004 0.014 -0.007
C 3.5854 1.1009 3.7604 0.009 -0.022 0.009
P 0.3936 -3.5250 0.3335 -0.091 -0.223 0.338
C 2.0696 0.4686 1.8273 -0.095 -0.084 0.001
H -3.0808 1.0687 -4.4398 -0.006 -0.001 0.013
C -2.3411 1.3014 1.7061 0.037 -0.257 0.172
H 2.9016 0.9451 5.6542 -0.001 0.013 0.005
H 0.3851 -6.8137 0.9734 0.003 0.014 0.008
H -3.8603 -0.1196 -6.4564 -0.001 -0.002 0.001
H 4.5097 -3.0244 1.5403 -0.003 0.017 0.004
```
Positions in Å, forces in eV/Å.

Computed properties:
E_HOMO in Ha: -0.53281
Net charge: +2
Frontier orbital gap in eV: 6.836
Energy above the lowest of the compared OMol25 structures with the same formula, charge and spin in kJ/mol: 41.12

Per-atom Löwdin charges, elementary charge units: 0.0839, 0.0708, 0.1031, 0.0656, -0.2265, -0.3713, 0.1079, -0.0288, 0.0922, -0.0202, 0.1501, -0.0338, 0.0053, -0.2552, -0.0741, -0.0489, 0.1223, 0.0767, 0.1546, 0.1022, 0.4982, 0.1050, 0.1309, -0.1342, 1.0116, 0.0518, -0.2663, -0.0037, 0.1293, 0.0165, -0.3662, -0.0442, 0.0200, -0.0047, -0.0028, -0.4519, -0.0886, -0.4073, 0.1214, -0.2172, -0.3069, 0.1035, 0.1458, 0.1267, 0.1326, 0.0952, 0.0856, 0.1880, 0.0837, -0.0392, 0.1048, 0.4248, -0.0306, -0.2516, 0.0601, 0.0786, 0.0964, 0.6965, -0.0226, 0.1134, -0.4963, 0.0409, -0.0875, 0.1223, -0.0885, 0.1287, 0.0821, 0.1327, 0.1072


Record 2
The following is a quantum chemistry calculation of a molecular structure, C16H27FINO12S2 in a non-equilibrium geometry, from the OMol25 dataset.

```
60
Properties=species:S:1:pos:R:3:forces:R:3
H 0.7071 -2.5968 -1.8376 -0.264 0.543 -0.455
H 4.8042 -1.2926 -2.3022 -0.162 0.100 0.623
H 3.3060 0.7311 -0.4772 0.178 -0.215 -0.632
O -0.0953 3.3022 -3.3386 0.857 0.056 1.109
H -2.3768 0.0842 6.6546 -0.027 0.180 0.020
H 2.8634 -2.4249 -2.4072 -0.106 0.151 0.695
H 1.7796 4.0558 -3.9572 -0.623 0.060 0.294
O 1.7681 -0.8845 -1.5845 -0.416 0.066 -0.168
H -2.0405 -1.9799 -2.4491 0.175 0.300 0.575
H 6.2925 0.0629 -0.3787 -0.427 0.520 0.070
H 5.2038 0.7885 0.8678 0.299 -0.147 -0.502
H -1.0331 -1.5716 1.0928 0.671 -0.105 -0.007
H -1.5486 3.2023 -1.9228 0.502 -0.425 -0.092
C -0.7049 0.4678 -0.9261 0.171 0.149 -0.599
C -0.9531 1.1567 -2.3428 -0.110 -0.277 1.480
H 0.2869 -2.6094 0.4159 -0.524 0.446 -0.059
H -2.7524 -0.5226 4.3277 -0.139 -0.200 0.087
O -5.1805 -2.3673 7.2427 -0.032 0.073 -0.014
S 0.0096 0.3227 -3.6790 1.531 1.032 -5.417
H 4.3052 0.9647 -2.0149 -0.728 -0.206 0.486
O -4.1322 -1.6889 5.3717 -0.003 0.310 0.343
H -4.4166 0.0888 4.3548 0.003 0.141 0.192
I -3.0639 1.0744 -2.9274 0.442 -0.150 0.018
H 1.2296 4.5738 -2.2759 -0.138 -0.205 -0.707
O -1.5297 0.3266 2.7593 -0.273 1.976 -2.037
H 0.2966 0.8447 -0.6112 -0.551 -0.351 -0.185
C -0.1385 -1.5884 0.4459 0.284 0.490 -0.498
H -2.2505 1.9241 -0.2091 0.535 -0.463 0.225
H 4.7739 -1.5985 -0.5108 -0.166 0.132 -0.668
O 0.4401 1.3748 1.7839 -2.393 0.817 -1.089
H 0.6702 -0.9327 0.8308 -0.686 -0.273 -0.088
C -3.6446 -0.4164 4.9403 0.366 -0.254 -0.673
C -0.5751 -1.0859 -0.9858 0.088 -0.426 0.836
C -3.3707 0.2749 6.2430 -0.365 0.444 0.098
C 4.2457 -1.1203 -1.3629 -1.001 0.317 0.661
O -0.8048 0.4070 -4.9151 1.168 -0.892 3.084
H 5.8251 1.8109 -0.4519 -0.139 -0.630 0.141
H -2.5750 0.2658 0.2735 0.624 0.393 0.141
C -4.6136 -1.5266 6.6307 -0.421 -0.558 0.112
C 1.2413 3.7653 -3.0420 0.640 -0.579 0.392
H 1.8166 2.9228 -2.5933 -0.263 0.496 -0.396
O -1.8387 -3.1810 -0.7842 -0.173 1.074 0.351
O -0.6238 -4.8216 -1.2469 -0.778 -0.072 -0.379
H 0.0505 2.8343 -1.2718 0.014 -0.318 -0.740
H 2.6341 -2.4848 -0.6061 0.285 0.416 -0.474
S -1.0404 1.3236 1.7681 2.454 -2.535 2.949
O 1.3542 0.8883 -3.8820 -2.196 -1.033 1.692
H -2.8158 -1.3871 -0.9579 0.583 -0.087 -0.037
C 4.1848 0.4154 -1.0617 1.896 -0.166 0.243
C 2.8530 -1.8174 -1.4717 0.542 -0.513 -0.720
O -4.3541 -0.2751 7.1025 0.473 -0.165 -0.202
C 0.5757 -1.4998 -1.9549 -0.136 -0.888 1.350
F -3.5723 1.6162 6.1466 0.083 -0.030 0.102
H -1.5132 2.5642 2.1591 0.006 -0.526 -0.574
C -1.8938 -1.8431 -1.3564 -0.302 -0.419 -0.510
N -1.4042 -4.0794 -1.7279 1.156 -0.614 -0.121
C 5.4695 0.7876 -0.2082 -0.570 0.208 -0.081
O 0.2072 -1.2974 -3.3245 -0.519 2.263 0.307
C -0.5922 2.6849 -2.1690 -0.974 0.437 -0.388
C -1.7454 0.9867 0.1148 -0.422 0.134 -0.169
```
Positions in Å, forces in eV/Å.

Computed properties:
E_HOMO in Ha: -0.37486
Frontier orbital gap in eV: 9.432

Per-atom Löwdin charges, elementary charge units: 0.1504, 0.1171, 0.0989, -0.1826, 0.1765, 0.1357, 0.1013, -0.1077, 0.1182, 0.0673, 0.0697, 0.0917, 0.0945, -0.3094, -0.6706, 0.0961, 0.0999, 0.1814, 0.7143, 0.1046, 0.0766, 0.1477, 1.0935, 0.0982, -0.3897, 0.1331, 0.0032, 0.0748, 0.1079, -0.3646, 0.0947, -0.0678, -0.3333, -0.3113, -0.1568, -0.3585, 0.0664, 0.1001, -0.5520, -0.0858, 0.0793, -0.1130, 0.0685, 0.1311, 0.1302, 0.7645, -0.2632, 0.1016, -0.2266, -0.1570, 0.1345, -0.3716, 0.0683, 0.0918, -0.1368, -0.0308, -0.1174, -0.1381, -0.2964, -0.2426


> Which value of E_HOMO does entry 1 give?

-0.53281 Ha